(1)
Formula: C5H8N2
Source: the Open Molecules 2025 dataset
Level of theory: the ωB97M-V functional and the def2-TZVPD basis

Its SMILES is Cc1c[nH]c(N)c1. The value obtained for the HOMO energy is -7.902 eV. Its largest force on an atom is 0.016 Eh/bohr. Its calculated total energy is -8294.5243 eV. The HOMO-LUMO gap comes out at 0.329 hartree. The LUMO energy is 0.0382 Ha. The energy above the lowest of the compared OMol25 structures with the same formula, charge and spin comes out at 0.4721 eV.

Bonds (Å) are listed after each position.
Atoms and positions in Å:
1 C -2.340 -0.232 0.088  C2 1.495, H8 1.094, H9 1.095, H10 1.095
2 C -0.893 0.056 -0.156  C1 1.495, C3 1.368, C7 1.418
3 C -0.352 1.278 -0.446  C2 1.368, N4 1.372, H11 1.085
4 N 1.017 1.188 -0.409  C3 1.372, C5 1.409, H12 1.012
5 C 1.377 -0.138 -0.099  N4 1.409, N6 1.428, C7 1.373
6 N 2.646 -0.544 0.415  C5 1.428, H13 1.018, H14 1.016
7 C 0.198 -0.835 0.004  C2 1.418, C5 1.373, H15 1.083
8 H -2.847 -0.621 -0.799  C1 1.094
9 H -2.450 -0.969 0.892  C1 1.095
10 H -2.859 0.677 0.410  C1 1.095
11 H -0.876 2.197 -0.683  C3 1.085
12 H 1.569 1.985 -0.700  N4 1.012
13 H 2.529 -0.862 1.375  N6 1.018
14 H 3.138 -1.280 -0.082  N6 1.016
15 H 0.144 -1.900 0.189  C7 1.083



(2)
Formula: C5H8N2
Source: the Open Molecules 2025 dataset
Level of theory: the ωB97M-V functional and the def2-TZVPD basis

Its SMILES is C1=NN2CC[C@H]2C1. The value obtained for the HOMO energy is -8.530 eV. Its largest force on an atom is 0.014 Eh/bohr. Its calculated total energy is -8292.9257 eV. The HOMO-LUMO gap comes out at 0.355 hartree. The LUMO energy is 0.0411 Ha. The energy above the lowest of the compared OMol25 structures with the same formula, charge and spin comes out at 2.0707 eV.

Bonds (Å) are listed after each position.
Atoms and positions in Å:
1 C -0.999 -0.908 1.264  N2 1.273, C7 1.511, H8 1.102
2 N -0.225 -0.004 1.716  C1 1.273, N3 1.405
3 N 0.029 0.970 0.736  N2 1.405, C4 1.471, C6 1.504
4 C 1.425 0.914 0.274  N3 1.471, C5 1.558, H9 1.090, H10 1.089
5 C 1.009 0.120 -1.001  C4 1.558, C6 1.533, H11 1.093, H12 1.104
6 C -0.436 0.405 -0.578  N3 1.504, C5 1.533, C7 1.537, H13 1.100
7 C -1.377 -0.747 -0.190  C1 1.511, C6 1.537, H14 1.087, H15 1.094
8 H -1.397 -1.719 1.895  C1 1.102
9 H 1.823 1.909 0.078  C4 1.090
10 H 2.084 0.408 0.979  C4 1.089
11 H 1.314 -0.928 -0.936  C5 1.093
12 H 1.321 0.517 -1.983  C5 1.104
13 H -0.935 1.176 -1.185  C6 1.100
14 H -2.419 -0.455 -0.298  C7 1.087
15 H -1.217 -1.659 -0.772  C7 1.094



(3)
Formula: C5H8N2
Source: the Open Molecules 2025 dataset
Level of theory: the ωB97M-V functional and the def2-TZVPD basis

Its SMILES is Cc1cnn(C)c1. The value obtained for the HOMO energy is -8.801 eV. Its largest force on an atom is 0.035 Eh/bohr. Its calculated total energy is -8294.2790 eV. The HOMO-LUMO gap comes out at 0.360 hartree. The LUMO energy is 0.0369 Ha. The energy above the lowest of the compared OMol25 structures with the same formula, charge and spin comes out at 0.7173 eV.

Bonds (Å) are listed after each position.
Atoms and positions in Å:
1 C -0.692 2.070 1.117  C2 1.487, H8 1.054, H9 1.096, H10 1.094
2 C -0.601 0.736 0.466  C1 1.487, C3 1.410, C7 1.371
3 C -1.316 0.313 -0.673  C2 1.410, N4 1.328, H11 1.087
4 N -0.745 -0.736 -1.255  C3 1.328, N5 1.335
5 N 0.324 -0.998 -0.501  N4 1.335, C6 1.438, C7 1.353
6 C 1.235 -2.052 -0.860  N5 1.438, H12 1.093, H13 1.089, H14 1.091
7 C 0.450 -0.141 0.539  C2 1.371, N5 1.353, H15 1.083
8 H -0.426 2.766 0.370  C1 1.054
9 H 0.014 2.147 1.951  C1 1.096
10 H -1.688 2.259 1.530  C1 1.094
11 H -2.214 0.751 -1.101  C3 1.087
12 H 1.795 -1.781 -1.758  C6 1.093
13 H 0.662 -2.961 -1.034  C6 1.089
14 H 1.923 -2.195 -0.026  C6 1.091
15 H 1.280 -0.178 1.234  C7 1.083



(4)
Formula: C5H8N2
Source: the Open Molecules 2025 dataset
Level of theory: the ωB97M-V functional and the def2-TZVPD basis

Its SMILES is C1[C@@H]2N[C@@H]2[C@@H]2N[C@H]12. The value obtained for the HOMO energy is -9.520 eV. Its largest force on an atom is 0.102 Eh/bohr. Its calculated total energy is -8291.1643 eV. The HOMO-LUMO gap comes out at 0.384 hartree. The LUMO energy is 0.0344 Ha. The energy above the lowest of the compared OMol25 structures with the same formula, charge and spin comes out at 3.8320 eV.

Bonds (Å) are listed after each position.
Atoms and positions in Å:
1 C 1.216 -0.452 -0.600  C2 1.591, C7 1.478, H8 1.170, H9 1.115
2 C -0.072 -1.326 -0.270  C1 1.591, N3 1.459, C4 1.468, H10 1.056
3 N -1.455 -0.953 -0.546  C2 1.459, C4 1.537, H11 1.063
4 C -0.765 -0.550 0.767  C2 1.468, N3 1.537, C5 1.559, H12 1.100
5 C -0.094 0.846 0.944  C4 1.559, N6 1.469, C7 1.416, H13 1.182
6 N -0.113 1.516 -0.364  C5 1.469, C7 1.448, H14 0.929
7 C 1.062 0.825 0.127  C1 1.478, C5 1.416, N6 1.448, H15 1.066
8 H 2.096 -1.072 -0.141  C1 1.170
9 H 1.201 -0.461 -1.715  C1 1.115
10 H 0.043 -2.352 -0.487  C2 1.056
11 H -1.521 -0.022 -1.054  N3 1.063
12 H -1.026 -1.059 1.707  C4 1.100
13 H 0.096 1.146 2.071  C5 1.182
14 H 0.085 2.400 -0.157  N6 0.929
15 H 1.925 1.417 0.331  C7 1.066